Computed, not measured: a 4-piece molecular cluster, C40H79INO6 overall, with wB97M-V/def2-TZVPD.

Structure (XYZ):
```
127
Properties=species:S:1:pos:R:3:forces:R:3
I 3.5802 5.6771 -0.4469 -0.02 -0.31 0.24
O -1.9731 0.1050 -6.0464 0.21 0.22 -0.08
O 0.2568 5.0513 2.8310 -0.56 -1.29 0.25
O -1.7888 5.7318 2.4750 -2.29 1.80 -2.45
O -8.6675 0.1795 3.2001 -0.73 -0.31 -0.05
O -4.1130 -1.8846 -2.7282 -0.19 0.00 -0.11
O 1.4317 -2.8787 -1.2100 0.22 0.04 0.00
N 1.4461 2.6440 1.0550 -0.39 -0.21 -0.45
C 2.0417 3.0401 -0.2604 0.58 0.85 -0.62
C 2.5215 -2.4585 -2.0408 -0.19 0.06 -0.14
C -0.1396 1.5579 -6.4159 0.10 -0.07 -0.17
C 1.4414 -4.3117 -1.1126 -0.02 -0.06 0.23
C 2.4173 -4.8132 -2.1642 -0.12 -0.02 -0.19
C -4.1013 0.0730 1.4272 0.19 -0.84 -0.52
C 3.0184 -0.8528 1.6379 0.32 -0.33 -0.19
C -1.0728 5.2372 3.2329 1.50 -0.94 1.75
C 4.3277 2.8984 -1.4057 -0.04 0.14 0.43
C 4.4335 -1.4068 1.2663 -0.80 0.12 0.49
C 2.9468 2.6538 3.1430 0.70 -0.76 -0.42
C 1.4572 1.1651 1.3141 0.65 -1.71 -0.35
C 2.8998 0.6635 1.3749 0.43 0.05 0.90
C -0.8320 0.1516 1.0195 0.04 1.07 -1.33
C -0.6323 0.3600 -5.6189 -0.10 -0.04 0.16
C -8.7590 -0.9824 2.3737 0.65 0.75 -0.46
C -3.1370 -0.7255 0.4984 -0.41 0.69 -0.86
C 5.3548 -1.6736 2.4722 0.76 0.45 -0.96
C -2.4378 1.2133 -6.8288 -0.07 -0.14 -0.18
C -4.1060 -1.0079 -3.8664 0.08 0.16 0.20
C -1.5473 4.7722 4.5929 0.39 -0.37 0.09
C -6.0984 -2.2709 -3.9635 -0.16 0.14 0.08
C 9.2422 -1.9614 2.6834 -0.46 -0.97 -0.04
C -1.9805 0.1474 -0.0379 0.52 -1.32 0.98
C 6.8396 -1.5568 2.0015 -1.33 -0.89 0.97
C 0.6830 3.7058 3.1182 0.66 0.93 0.52
C 7.7496 -2.2736 3.0129 0.68 1.67 -0.65
C 3.6679 1.4202 2.5222 0.23 0.58 -1.05
C 1.9309 3.4087 2.2451 -0.66 0.09 2.28
C 0.5410 0.4038 0.3299 -0.67 0.51 0.29
C 3.5127 3.5016 -0.2394 0.44 0.26 -0.66
C -5.0839 -1.5904 -4.8719 0.10 -0.15 -0.11
C -5.2133 -2.7957 -2.8443 0.15 -0.14 0.02
C -7.8997 -0.6862 1.1287 0.13 -0.76 0.79
C -1.4290 2.3344 -6.6394 -0.05 0.14 0.17
C -6.4119 -0.9593 1.4665 0.12 0.95 -1.17
C -9.7242 0.2654 4.1482 0.36 0.34 0.50
C -5.5263 0.1458 0.8163 0.22 -0.56 1.04
C 3.4189 -3.6701 -2.2331 0.18 0.01 0.16
C 10.1034 -3.2311 2.8676 0.22 1.26 -0.14
H 0.3010 1.0210 -0.5480 0.27 -0.03 0.08
H -1.3904 3.0182 -7.4860 -0.01 -0.03 0.00
H -3.0960 -0.9310 -4.2617 0.00 -0.02 0.06
H -0.7969 4.8712 5.3801 -0.07 -0.04 -0.11
H 5.2317 -0.9568 3.2915 -0.25 -0.09 -0.12
H 2.2953 -1.4624 1.0865 -0.11 0.36 0.06
H 7.5472 -1.8170 3.9901 -0.17 -0.48 0.05
H 1.7704 -4.5808 -0.1033 -0.01 -0.07 -0.02
H -6.8005 -1.5308 -3.5703 -0.01 -0.04 0.00
H -0.6547 0.5801 -4.5440 0.09 0.00 0.02
H 1.0099 1.0032 2.3020 0.19 0.37 0.03
H -9.3035 0.2411 5.1629 -0.10 -0.13 -0.14
H 5.1797 3.5358 -1.6414 -0.08 -0.08 0.00
H 3.4445 0.8587 0.4425 -0.47 0.07 -0.10
H -8.2769 -1.2718 0.2830 0.27 -0.04 0.08
H -5.7364 -2.8599 -1.8879 0.07 0.03 0.04
H 1.0047 -0.5120 -0.0589 -0.19 0.26 0.21
H -8.3053 -1.8232 2.9193 -0.41 -0.15 -0.15
H 3.9490 0.7024 3.2907 -0.14 0.24 0.12
H 0.6316 2.1260 -5.8962 -0.02 -0.01 0.01
H 9.9117 -3.6274 3.8670 0.11 -0.29 -0.21
H -0.0242 -0.5318 -5.7777 -0.08 -0.05 0.00
H 4.1287 -3.7471 -1.4046 0.01 0.02 -0.03
H 9.8927 -3.9485 2.0719 -0.11 -0.14 0.30
H -1.6747 2.9128 -5.7448 -0.02 0.01 -0.03
H 1.9096 -4.9201 -3.1256 0.00 -0.03 0.03
H 3.0408 -1.6208 -1.5660 -0.06 0.01 0.05
H 4.2904 -2.3550 0.7355 0.09 0.10 0.06
H 3.7193 3.3757 3.4229 -0.15 -0.04 0.03
H -0.1188 2.9629 2.9810 0.09 0.15 -0.21
H 2.3240 4.3966 2.0032 -0.05 -0.28 -0.68
H -2.7329 -1.6184 0.9858 0.07 0.19 0.04
H 2.8622 -5.7728 -1.9061 -0.01 0.02 0.02
H -5.9502 1.1432 0.9677 -0.13 -0.20 0.06
H 4.0669 3.2932 0.6739 -0.39 0.09 0.11
H -4.4258 -0.0141 -3.5295 -0.02 0.03 -0.07
H -10.4502 -0.5474 4.0526 0.09 0.09 -0.07
H -6.2324 -0.9842 2.5444 -0.24 0.12 -0.05
H -10.2375 1.2292 4.0479 0.02 -0.18 -0.15
H -2.4854 0.8935 -7.8744 -0.04 0.07 -0.02
H 9.2937 -1.5990 1.6497 0.16 -0.15 0.08
H 0.2674 1.2283 -7.3747 0.02 0.00 0.03
H 4.6066 1.7857 2.0863 0.00 -0.23 0.19
H -4.1393 -0.4760 2.3756 -0.23 0.26 0.00
H 3.7222 2.7897 -2.3084 0.10 -0.04 0.08
H -3.6973 -1.1077 -0.3756 0.14 0.18 0.42
H -2.2876 1.1829 -0.2182 -0.11 -0.18 -0.17
H 6.8884 -2.0003 0.9997 0.37 0.06 0.11
H -5.5278 -0.0759 -0.2567 0.24 0.38 0.04
H -5.5173 -0.8369 -5.5282 0.01 0.00 0.03
H -3.4419 1.4911 -6.5051 0.00 -0.09 0.04
H 7.5283 -3.3427 3.0375 0.10 0.08 0.01
H -4.5817 -2.3357 -5.4934 0.01 0.05 -0.01
H -1.8524 3.7215 4.5120 0.18 0.08 0.08
H 7.0556 -0.4846 1.9330 0.27 -0.17 -0.10
H -3.6979 1.0615 1.6823 -0.04 -0.07 -0.28
H 9.5998 -1.1395 3.3106 0.00 -0.16 0.01
H 2.1071 -2.1160 -2.9951 0.08 0.04 -0.02
H 11.1590 -2.9497 2.7901 -0.05 -0.27 0.09
H -7.9911 0.3677 0.8569 -0.29 -0.08 0.14
H -9.8010 -1.1915 2.1056 0.09 0.00 0.12
H 0.4477 2.8653 0.9789 0.16 0.13 -0.11
H -6.0449 -1.9066 1.0498 -0.27 -0.05 0.22
H -0.8416 -0.7481 1.6357 0.10 0.12 0.01
H -4.8102 -3.7843 -3.0877 -0.08 -0.04 0.01
H 2.5102 2.3282 4.0895 -0.36 0.13 -0.25
H -2.4510 5.3183 4.8541 0.17 0.15 -0.10
H -1.5879 -0.2892 -0.9642 -0.13 0.11 0.04
H 4.8899 -0.7365 0.5240 0.14 0.00 0.28
H -1.0094 1.0488 1.6375 -0.07 -0.44 0.36
H 1.4414 3.8732 -0.6334 -0.04 -0.12 0.19
H 0.9423 3.6864 4.1814 0.16 -0.25 -0.18
H 0.4307 -4.6921 -1.2608 -0.03 0.11 0.02
H -6.6715 -3.0565 -4.4543 0.02 -0.01 0.02
H 1.9423 2.2691 -1.0260 -0.15 -0.39 0.58
H 2.8476 -1.0259 2.7084 -0.14 -0.09 -0.17
H 3.9843 -3.6357 -3.1631 -0.02 0.01 0.01
H 4.7379 1.9334 -1.0847 -0.23 -0.04 -0.25
H 5.1417 -2.6690 2.8749 0.09 0.10 -0.02
```
Positions in Å, forces in eV/Å.

Calculated values
HOMO = -0.399 Ha
relative energy (zero: lowest compared OMol25 entry of this formula, charge and spin) = 0.00 kcal per mole
charge = +1
E_tot = -2375.0545 hartree
Kohn-Sham gap = 0.3146 Eh